Record 1
{"formula": "C5H11NP", "method": "ωB97M-V with the def2-TZVPD basis set", "e_homo_ha": [-0.5458, -0.6068], "homo_lumo_gap_ev": [6.771, 10.249], "total_charge": 1, "elements": ["C", "C", "C", "C", "C", "N", "P", "H", "H", "H", "H", "H", "H", "H", "H", "H", "H", "H"], "coordinates": [[-2.60, 0.47, 0.27], [-0.24, 1.07, -1.28], [2.19, -0.10, 0.02], [-0.41, -1.63, 0.02], [0.10, 0.81, 1.63], [-3.50, 0.04, -0.20], [0.36, 0.06, 0.07], [-1.34, 1.13, -1.13], [-0.20, 0.63, -2.28], [0.04, 2.15, -1.23], [2.52, -0.45, 1.01], [2.80, 0.72, -0.38], [2.31, -1.04, -0.52], [0.04, -2.18, 0.79], [-0.25, -2.07, -0.93], [-1.40, -1.56, 0.24], [-0.42, 0.08, 2.25], [0.02, 1.87, 1.66]]}


Record 2
{"formula": "C5H11NPSn", "method": "ωB97M-V with the def2-TZVPD basis set", "e_homo_ha": -0.4685, "homo_lumo_gap_ev": 9.253, "total_charge": 1, "elements": ["C", "C", "C", "C", "C", "Sn", "P", "H", "H", "H", "H", "H", "H", "H", "H", "N", "H", "H", "H"], "coordinates": [[1.20, -0.81, -1.99], [0.17, -0.28, -2.90], [-0.92, -1.19, -2.91], [-0.45, -2.33, -2.18], [0.64, -1.94, -1.34], [-0.90, -0.22, -0.80], [-0.11, 2.64, 0.73], [2.24, -0.62, -1.67], [0.18, 0.56, -3.58], [-1.70, -1.24, -3.66], [1.24, -2.52, -0.58], [-0.71, -3.36, -2.43], [-1.13, 3.05, 1.57], [0.11, 3.81, 0.09], [0.89, 2.76, 1.67], [1.59, -0.17, 1.01], [1.85, -0.77, 0.19], [1.91, -0.59, 1.93], [2.12, 0.71, 0.96]]}


Record 3
{"formula": "C5H11NSi", "method": "ωB97M-V with the def2-TZVPD basis set", "e_homo_ha": -0.3824, "homo_lumo_gap_ev": 11.055, "elements": ["C", "C", "C", "C", "C", "N", "Si", "H", "H", "H", "H", "H", "H", "H", "H", "H", "H", "H"], "coordinates": [[2.27, 0.53, -0.28], [1.47, -1.78, 0.44], [-1.09, -0.20, -1.46], [-0.89, 2.14, 0.59], [1.30, -0.22, 0.48], [2.96, 1.20, -0.89], [-0.46, 0.36, 0.32], [1.43, -2.09, 1.49], [0.70, -2.28, -0.13], [2.39, -1.98, 0.07], [-1.50, 0.64, -2.03], [-0.24, -0.55, -2.19], [-1.84, -0.95, -1.42], [-1.95, 2.16, 0.67], [-0.64, 2.17, 1.73], [-0.67, 2.92, -0.06], [1.75, 0.16, 1.72], [-0.96, -0.46, 1.42]]}


Record 4
{"formula": "C5H11O", "method": "ωB97M-V with the def2-TZVPD basis set", "smiles": "CCCCC[O-]", "e_homo_ha": -0.0721, "homo_lumo_gap_ev": 5.640, "total_charge": -1, "elements": ["C", "O", "C", "C", "C", "C", "H", "H", "H", "H", "H", "H", "H", "H", "H", "H", "H"], "coordinates": [[-0.66, 1.99, 0.13], [-1.56, 2.55, -0.73], [-0.68, 0.43, 0.33], [0.45, -0.36, -0.37], [0.40, -1.81, 0.16], [1.75, -2.49, 0.27], [-0.68, 2.41, 1.15], [0.43, 2.15, -0.18], [-0.62, 0.46, 1.42], [-1.80, 0.11, 0.32], [0.31, -0.11, -1.45], [1.54, 0.06, -0.21], [-0.09, -1.80, 1.15], [-0.30, -2.49, -0.40], [1.77, -3.37, 0.89], [2.00, -2.84, -0.74], [2.49, -1.79, 0.66]]}


Record 5
{"formula": "C5H11O", "method": "ωB97M-V with the def2-TZVPD basis set", "multiplicity": 2, "s_squared": 0.751, "e_homo_ha": [0.1515, 0.0123], "homo_lumo_gap_ev": [3.027, 6.818], "total_charge": -2, "elements": ["C", "O", "C", "C", "C", "C", "H", "H", "H", "H", "H", "H", "H", "H", "H", "H", "H"], "coordinates": [[-1.07, -2.03, 0.86], [-1.76, -2.08, 2.02], [-0.55, -0.62, 0.52], [0.48, -0.54, -0.61], [0.99, 0.93, -0.84], [0.25, 2.13, -0.24], [-1.58, -2.38, -0.11], [-0.16, -2.71, 0.84], [-1.42, -0.02, 0.14], [-0.19, -0.24, 1.47], [1.36, -1.02, -0.14], [0.15, -0.89, -1.59], [1.99, 0.97, -0.39], [1.18, 1.18, -1.93], [0.86, 3.04, -0.34], [-0.80, 2.33, -0.51], [0.25, 1.96, 0.85]]}


Record 6
{"formula": "C5H11O2", "method": "ωB97M-V with the def2-TZVPD basis set", "e_homo_ha": -0.1395, "homo_lumo_gap_ev": 7.574, "total_charge": -1, "elements": ["C", "C", "O", "O", "H", "H", "H", "C", "C", "C", "H", "H", "H", "H", "H", "H", "H", "H"], "coordinates": [[2.12, -2.88, 0.85], [0.64, -2.58, 0.39], [0.14, -1.52, 0.84], [0.07, -3.39, -0.40], [2.36, -2.06, 1.52], [2.68, -2.97, -0.08], [2.02, -3.81, 1.40], [-0.37, 1.44, -0.45], [-1.64, 0.88, 0.17], [-0.53, 2.90, -0.93], [0.47, 1.22, 0.21], [-0.17, 0.86, -1.36], [-2.44, 1.60, 0.41], [-1.53, 0.36, 1.11], [-0.48, 3.60, -0.09], [0.32, 3.12, -1.59], [-2.20, 0.25, -0.52], [-1.47, 2.98, -1.48]]}


Record 7
{"formula": "C5H11O2", "method": "ωB97M-V with the def2-TZVPD basis set", "e_homo_ha": -0.1377, "homo_lumo_gap_ev": 7.533, "total_charge": -1, "elements": ["C", "C", "C", "H", "H", "H", "H", "H", "H", "H", "H", "C", "C", "O", "O", "H", "H", "H"], "coordinates": [[-0.56, 2.65, -0.63], [0.90, 2.68, -0.11], [-1.27, 1.36, -0.70], [-1.00, 3.52, -0.15], [-0.37, 2.93, -1.72], [1.63, 3.13, -0.71], [1.11, 1.60, 0.07], [-0.58, 0.56, -0.28], [-2.02, 1.33, 0.13], [1.06, 3.14, 0.89], [-1.68, 0.87, -1.59], [0.02, -1.25, 1.59], [0.23, -1.99, 0.14], [-0.62, -2.81, -0.24], [1.36, -1.50, -0.33], [-1.02, -1.14, 1.90], [0.47, -0.26, 1.77], [0.48, -1.83, 2.41]]}


Record 8
{"formula": "C5H11O2", "method": "ωB97M-V with the def2-TZVPD basis set", "e_homo_ha": -0.1416, "homo_lumo_gap_ev": 7.403, "total_charge": -1, "elements": ["C", "C", "C", "H", "H", "H", "H", "H", "H", "H", "H", "C", "C", "O", "O", "H", "H", "H"], "coordinates": [[-0.13, -1.09, 0.42], [1.16, -1.87, 0.67], [-1.44, -1.84, 0.63], [-0.14, -0.80, -0.63], [-0.05, -0.10, 0.88], [1.66, -1.57, 1.60], [0.91, -2.93, 0.82], [-1.40, -2.63, 1.38], [-1.99, -2.06, -0.29], [1.88, -1.77, -0.15], [-2.17, -1.14, 1.04], [0.83, 2.36, -1.17], [-0.50, 2.81, -0.51], [-1.39, 3.17, -1.32], [-0.54, 2.76, 0.74], [1.05, 1.35, -0.81], [1.66, 3.05, -1.05], [0.59, 2.29, -2.23]]}


Record 9
{"formula": "C5H11O2", "method": "ωB97M-V with the def2-TZVPD basis set", "e_homo_ha": -0.1298, "homo_lumo_gap_ev": 7.351, "total_charge": -1, "elements": ["C", "C", "H", "H", "H", "H", "H", "H", "C", "C", "C", "O", "O", "H", "H", "H", "H", "H"], "coordinates": [[-0.24, -2.00, 2.11], [1.17, -1.38, 1.98], [-0.83, -1.84, 1.21], [-0.17, -3.09, 2.22], [-0.73, -1.59, 2.98], [1.60, -1.61, 2.95], [1.97, -1.89, 1.42], [1.29, -0.36, 1.59], [-1.11, 0.44, -1.24], [-1.81, 0.70, 0.08], [0.36, 0.81, -1.27], [1.06, 0.98, -0.21], [0.87, 1.04, -2.39], [-1.25, -0.65, -1.44], [-1.55, 1.06, -2.10], [-1.85, 1.69, 0.58], [-1.37, -0.05, 0.73], [-2.87, 0.67, -0.14]]}


Record 10
{"formula": "C5H11O2", "method": "ωB97M-V with the def2-TZVPD basis set", "e_homo_ha": -0.1361, "homo_lumo_gap_ev": 7.658, "total_charge": -1, "elements": ["C", "C", "H", "H", "H", "H", "H", "H", "C", "C", "C", "O", "O", "H", "H", "H", "H", "H"], "coordinates": [[-0.24, 0.26, -2.08], [-1.32, 1.28, -1.93], [0.02, 0.15, -3.15], [0.66, 0.68, -1.56], [-0.56, -0.65, -1.73], [-1.03, 2.32, -2.39], [-2.35, 1.08, -2.37], [-1.61, 1.39, -0.77], [0.34, -0.78, 1.05], [1.40, -1.56, 1.85], [-0.02, 0.72, 1.69], [-0.62, 0.71, 2.74], [0.33, 1.66, 0.98], [0.35, -0.65, 0.01], [-0.62, -1.36, 1.19], [1.18, -1.92, 2.93], [2.26, -0.90, 2.18], [1.85, -2.44, 1.36]]}


Table of energy above the lowest of the compared OMol25 structures with the same formula, charge and spin (kcal/mol), in record order: 108.26 19.17 50.02 25.94 9.81 12.63 33.67 14.71 25.28 33.42
Table of electronic energy (Eh), in record order: -592.75382 -807.18915 -541.30159 -272.28579 -272.15081 -347.62953 -347.59601 -347.62622 -347.60938 -347.59640